Molecular formula: C45H36AlN3O3P2S2Te4
Method: DFT, ωB97M-V/def2-TZVPD

XYZ file:
```
96
Properties=species:S:1:pos:R:3:forces:R:3:lowdin_charge:R:1
Al 2.519187 -1.877883 3.540384 -0.143 -1.026 -0.250 -0.455
O 0.807301 -0.299187 -3.035162 -0.155 -0.310 0.146 -0.089
C 1.513518 0.329564 -4.017152 -1.741 1.476 -0.181 -0.290
C 2.071258 -0.428522 -4.996377 0.533 -1.635 -0.503 -0.014
C 2.720713 0.106069 -6.078427 -0.312 2.724 1.883 -0.051
C 2.873863 1.514029 -6.107351 0.606 -1.701 -1.190 -0.064
C 2.291836 2.271605 -5.114631 0.073 2.120 -0.333 -0.088
C 1.527137 1.733481 -4.095459 0.627 -1.221 -0.065 -0.291
P 0.752379 2.634356 -2.750791 -1.961 -0.329 0.310 1.108
C 1.750036 4.059953 -2.558377 2.198 1.489 0.854 -0.400
C 2.828224 3.894300 -1.634395 -0.401 0.665 -0.770 -0.089
C 3.774099 4.902978 -1.524893 0.649 -1.351 0.821 -0.101
C 3.761485 5.968036 -2.382380 1.350 1.974 0.551 -0.115
C 2.689248 6.224192 -3.177459 -1.657 -1.017 -0.797 -0.088
C 1.646165 5.293989 -3.242975 0.120 -0.952 -0.075 -0.066
C -0.693241 3.514342 -3.509930 0.206 -1.254 0.110 -0.395
C -1.547046 4.022472 -2.558200 -0.571 1.513 0.687 -0.113
C -2.704917 4.727309 -2.930425 1.183 -1.174 0.246 -0.076
C -2.980387 4.813072 -4.271740 -1.942 0.540 -1.523 -0.117
C -2.124876 4.369617 -5.271376 1.687 -1.209 0.589 -0.063
C -0.976398 3.644874 -4.859872 -1.108 1.071 0.398 -0.086
C -0.577617 -0.250834 -2.924938 0.646 -0.475 0.430 -0.274
C -1.461460 0.011314 -3.968938 0.977 0.838 -0.009 -0.016
C -2.808699 -0.125551 -3.742492 -0.567 -0.141 -0.375 -0.090
C -3.254904 -0.477710 -2.491012 -0.695 -0.045 1.027 -0.108
C -2.380332 -0.688258 -1.420859 -0.059 -1.147 1.119 -0.061
C -0.977649 -0.656916 -1.635414 -1.993 0.935 -0.999 -0.291
P 0.348632 -1.085549 -0.493678 -0.185 -0.440 0.450 1.145
C 0.384115 -2.878950 -0.918760 -0.560 -0.397 -0.132 -0.379
C 1.641312 -3.303604 -1.307955 1.982 1.006 0.522 -0.159
C 1.968540 -4.633472 -1.544849 0.108 -0.729 0.432 -0.087
C 0.933811 -5.545094 -1.376909 0.281 -0.832 -0.385 -0.118
C -0.373335 -5.159047 -1.121537 -0.941 -0.522 0.440 -0.091
C -0.677218 -3.812867 -0.911117 1.418 -0.217 -0.264 -0.087
C -0.630402 -0.894615 1.040114 1.017 1.307 -0.801 -0.366
C -0.463498 0.490559 1.604169 0.783 0.661 0.050 -0.195
C -1.373243 0.920152 2.758037 0.234 0.505 0.522 -0.220
C -2.022740 -0.242802 3.401790 -1.267 2.343 1.356 -0.094
C -2.023142 -1.438252 2.913403 0.060 -2.850 0.404 -0.065
C -1.348831 -1.779829 1.682415 0.257 -1.265 -0.257 -0.106
H 2.053695 -1.500434 -4.899562 -0.293 -0.292 0.134 0.126
H 3.199040 -0.519354 -6.748353 0.747 -1.011 -1.456 0.083
H 3.507258 1.846353 -6.948236 -0.567 0.608 0.749 0.111
H 2.384208 3.384024 -5.090999 0.138 -0.960 -0.308 0.120
H 2.986469 2.985473 -1.048918 -0.451 0.184 -0.191 0.102
H 4.573427 4.775159 -0.781245 -0.241 0.158 -0.503 0.112
H 4.575977 6.714813 -2.359058 -0.413 -0.558 0.082 0.117
H 2.608949 7.054766 -3.844318 0.265 0.630 -0.074 0.099
H 0.795416 5.449238 -3.920977 0.445 0.044 0.380 0.107
H -1.225289 4.008887 -1.510583 -0.354 -0.262 -0.243 0.102
H -3.381373 5.117030 -2.193909 -0.189 0.083 0.176 0.098
H -3.992992 5.144548 -4.591918 0.919 0.283 0.293 0.113
H -2.249094 4.521943 -6.342122 -0.513 -0.019 0.332 0.103
H -0.285046 3.210864 -5.533279 0.451 -0.223 -0.941 0.084
H -1.144876 0.494916 -4.891336 0.300 -0.549 0.025 0.121
H -3.506119 0.003581 -4.577581 0.222 0.148 0.441 0.115
H -4.324001 -0.558900 -2.289181 0.245 -0.033 -0.163 0.102
H -2.852914 -1.043131 -0.409359 1.215 0.912 -1.953 0.137
H 2.441939 -2.516406 -1.258138 -0.652 -0.967 -0.285 0.104
H 3.003796 -5.040421 -1.690154 -1.079 0.866 -0.046 0.124
H 1.122760 -6.618988 -1.465248 0.093 0.355 -0.017 0.105
H -1.132975 -5.991488 -1.010716 0.747 1.347 -0.237 0.123
H -1.674042 -3.490446 -0.758639 -0.859 0.203 0.246 0.085
H -0.487621 1.293569 0.831265 0.340 -0.708 0.234 0.150
H -2.063118 1.739764 2.500584 -0.028 -0.402 0.218 0.147
H -2.643532 -0.077470 4.283159 0.434 0.159 0.102 0.114
H -2.420831 -2.229911 3.561613 -0.192 0.154 -0.624 0.108
H -1.332589 -2.773577 1.248037 -0.457 -0.175 0.482 0.085
Te 1.694681 -4.129184 2.507769 -0.161 0.446 0.047 0.275
Te 4.125814 -5.285314 2.497137 0.573 0.715 -0.093 0.054
Te 5.431638 -3.026427 1.538641 -0.216 -0.609 -0.064 0.008
Te 4.970667 -1.178059 3.470084 -0.108 -0.222 0.117 0.297
N -4.440911 -3.547422 5.852701 -0.862 -0.917 -0.860 0.119
C -3.144968 -3.251312 6.080190 0.616 -0.602 0.519 -0.351
C -2.882488 -2.097212 6.788994 0.512 2.112 0.755 -0.029
C -1.569034 -1.631681 7.024618 -1.370 -3.992 -1.488 -0.035
C -0.566838 -2.530500 6.649131 0.642 1.108 -0.729 -0.280
C -0.818557 -3.754305 6.033194 0.814 0.227 0.152 -0.065
C -2.093547 -4.127905 5.728425 -0.093 1.609 0.743 -0.015
S 1.123931 -1.991385 6.693299 -0.552 -2.004 -0.780 0.627
O 1.114512 -0.821017 7.501301 0.625 0.661 0.987 -0.311
O 1.882639 -3.210059 6.870156 0.171 1.309 0.418 -0.294
N 1.578374 -1.488986 5.184243 -0.231 0.458 -0.370 -0.147
C 1.057272 -0.407737 4.547941 -0.373 -0.442 1.138 -0.665
S 0.225445 0.965521 5.260407 0.134 -0.446 -1.000 1.089
C -0.104577 1.476903 3.534755 -1.115 0.876 -0.134 -0.398
C 0.808085 0.721122 2.549368 -1.483 -0.836 -0.284 -0.217
N 1.288321 -0.430642 3.257828 -0.254 -0.036 0.426 0.012
H -5.169740 -3.016959 6.275428 -0.157 0.249 0.191 0.092
H -4.693894 -4.465621 5.539872 -0.015 -0.049 -0.013 0.101
H -3.763889 -1.520844 7.146603 0.800 -0.284 -0.275 0.124
H -1.316118 -0.799875 7.558701 0.346 2.261 1.116 0.074
H 0.048920 -4.383655 5.827311 -0.371 0.064 -0.135 0.111
H -2.232557 -5.055315 5.281199 -0.628 -1.471 -0.801 0.096
H -0.113061 2.575610 3.502759 0.364 -0.371 -0.108 0.113
H 1.620431 1.160541 2.072637 1.387 1.286 -0.763 0.127
```
Positions in Å, forces in eV/Å.

Properties
E_LUMO: -0.48 eV
HOMO energy: -7.2111 eV
DFT total energy: -133881.0601 eV
Orbital gap: 0.247 hartree



Molecular formula: C47H61BBiN5Si
Method: DFT, ωB97M-V/def2-TZVPD

XYZ file:
```
116
Properties=species:S:1:pos:R:3:forces:R:3:lowdin_charge:R:1
Bi 0.754847 0.238337 -1.159713 0.259 -0.104 -0.404 1.762
C 0.938175 -0.543967 2.038033 -0.194 -0.129 -0.028 -0.160
N 0.945617 0.537026 1.047315 0.208 0.689 0.220 -0.145
C 1.095732 1.778353 1.389211 -0.071 -0.197 -0.190 -0.068
C 1.065758 2.803733 0.405760 0.103 -0.147 0.065 -0.346
C 1.366329 4.157883 0.477127 -0.001 -0.043 0.002 -0.029
C 1.453217 4.612090 -0.842720 -0.018 -0.027 0.007 -0.075
C 1.211603 3.517325 -1.664217 0.030 0.050 -0.087 -0.165
N 0.961143 2.424247 -0.919006 -0.174 0.046 0.336 -0.185
C 1.856128 -0.313429 3.208639 -0.096 0.032 0.003 -0.229
C 1.342746 -0.159273 4.489990 0.002 0.024 0.015 -0.049
C 2.196587 0.085829 5.558404 -0.004 -0.004 0.006 -0.083
C 3.562328 0.187934 5.342290 0.013 0.014 0.018 -0.084
C 4.077932 0.032567 4.061325 0.002 -0.013 -0.039 -0.051
C 3.227717 -0.224879 2.999215 -0.043 -0.032 0.055 -0.016
H 1.209773 -1.455729 1.503631 0.103 -0.061 0.007 0.098
H -0.092098 -0.663335 2.391920 0.021 -0.086 -0.038 0.110
H 1.290982 2.032238 2.427386 -0.058 0.018 0.047 0.153
H 1.527118 4.722559 1.381030 0.001 0.008 0.013 0.113
H 1.679322 5.610644 -1.177164 0.001 0.016 -0.002 0.096
H 1.235238 3.479393 -2.740845 -0.064 -0.042 -0.059 0.111
H 0.272993 -0.227507 4.654211 0.006 -0.008 0.009 0.100
H 1.793073 0.204177 6.555603 -0.003 -0.003 0.010 0.101
H 4.226761 0.389059 6.172583 0.004 0.003 0.009 0.101
H 5.141166 0.117518 3.878530 0.017 -0.011 0.002 0.106
H 3.614808 -0.353833 1.999926 0.061 0.012 -0.032 0.085
C 2.046732 -2.876095 -1.545174 -0.133 0.230 0.079 -0.224
Si 3.658665 -2.200638 -0.832032 -0.041 -0.025 -0.076 0.316
C 3.948947 -3.267379 0.707189 -0.027 0.057 -0.054 -0.175
C 5.014011 -2.593431 -2.081010 0.010 -0.009 0.084 -0.176
N 3.419118 -0.526274 -0.569598 -0.060 -0.162 0.127 -0.175
C 4.417929 0.282137 -0.079469 -0.033 0.098 -0.105 -0.429
C 4.256902 1.686109 -0.046330 -0.082 -0.056 -0.045 -0.060
C 5.196614 2.535664 0.505481 0.024 0.033 0.021 -0.106
C 6.378513 2.044701 1.047813 -0.007 -0.019 -0.001 -0.131
C 6.592901 0.674059 0.991850 0.029 0.043 0.021 -0.117
C 5.650563 -0.180953 0.445557 -0.047 -0.043 -0.035 -0.084
H 2.038075 -3.954029 -1.702009 0.126 -0.085 0.054 0.037
H 1.793013 -2.414275 -2.501939 -0.017 0.032 -0.057 0.003
H 1.227107 -2.666378 -0.842409 -0.108 -0.094 -0.047 -0.012
H 4.043204 -4.317993 0.419306 -0.011 -0.021 -0.007 0.026
H 3.103131 -3.190226 1.396749 -0.028 0.004 0.015 0.012
H 4.843452 -2.996804 1.267030 0.044 0.017 0.025 0.015
H 5.041162 -3.662654 -2.305653 -0.001 -0.020 -0.004 0.024
H 6.002021 -2.303785 -1.720131 0.019 0.010 0.004 0.018
H 4.837349 -2.054320 -3.013765 -0.026 0.014 -0.016 0.026
H 3.368645 2.104883 -0.496996 -0.057 0.048 -0.008 0.071
H 5.003132 3.602597 0.500256 0.001 0.013 0.004 0.095
H 7.115222 2.708256 1.479791 0.007 0.009 0.003 0.086
H 7.514337 0.255131 1.381224 0.006 0.000 0.001 0.097
H 5.875222 -1.238521 0.428845 -0.023 -0.071 0.004 0.071
C -2.030789 1.500042 3.517478 -0.107 0.074 0.031 -0.055
C -2.967805 1.550155 2.313842 -0.018 -0.019 -0.077 -0.358
C -4.415139 1.695119 2.791390 -0.058 -0.003 -0.022 -0.052
C -2.642834 2.662111 1.327428 0.047 0.008 0.047 -0.123
C -2.488582 3.966752 1.783577 0.051 -0.034 0.048 -0.034
C -2.267146 5.004429 0.898417 0.013 0.028 -0.018 -0.067
C -2.260044 4.757766 -0.463435 -0.050 0.028 -0.027 -0.036
C -2.452503 3.477745 -0.973613 -0.001 -0.044 0.011 -0.123
C -2.671958 3.354143 -2.478059 0.082 0.070 -0.013 -0.343
C -4.164054 3.188088 -2.785037 -0.040 0.051 0.028 -0.049
C -1.880010 2.299013 -3.249498 -0.055 -0.005 -0.015 -0.058
C -2.584206 2.430595 -0.053391 0.043 0.020 0.025 -0.116
N -2.679206 1.082277 -0.511229 0.074 -0.029 -0.025 0.025
B -1.626475 0.143322 -0.785292 -0.121 -0.218 0.133 -0.582
N -2.332738 -1.093062 -1.003914 0.052 0.075 -0.026 -0.001
C -3.701658 -0.865811 -0.876497 -0.011 -0.137 -0.054 -0.054
C -3.904466 0.427165 -0.572551 -0.063 0.092 -0.004 -0.069
C -1.839360 -2.379705 -1.387104 -0.100 -0.075 -0.073 -0.137
C -1.717834 -3.389504 -0.421267 -0.021 -0.047 -0.006 -0.132
C -1.294878 -4.647167 -0.838798 0.037 0.041 0.034 -0.030
C -0.979918 -4.893438 -2.163536 0.024 -0.002 -0.019 -0.064
C -1.114243 -3.889022 -3.103501 0.025 0.025 -0.010 -0.034
C -1.566121 -2.625165 -2.739910 0.008 -0.030 0.061 -0.138
C -1.838910 -1.591272 -3.812239 -0.022 -0.002 0.012 -0.378
C -3.092346 -1.976242 -4.602101 0.009 0.001 -0.015 -0.046
C -0.651538 -1.375347 -4.747287 0.021 -0.015 -0.027 -0.056
C -2.109453 -3.163766 1.026841 0.034 0.017 -0.008 -0.366
C -1.167537 -3.857093 2.012762 -0.014 0.034 -0.016 -0.066
C -3.544260 -3.642510 1.270181 -0.051 0.014 -0.020 -0.049
H -2.361362 0.730888 4.218882 0.000 -0.014 -0.013 0.085
H -2.008497 2.447132 4.058308 -0.017 0.002 0.017 0.079
H -1.016442 1.264427 3.218804 0.262 0.005 -0.079 0.043
H -2.883628 0.596408 1.788069 0.019 0.008 0.028 0.119
H -4.539614 2.611219 3.372818 0.009 0.017 -0.002 0.083
H -4.697220 0.852180 3.424805 -0.002 -0.005 0.004 0.081
H -5.109034 1.739514 1.951470 -0.013 -0.007 -0.004 0.073
H -2.535742 4.171650 2.845879 -0.004 0.006 0.009 0.110
H -2.124967 6.012265 1.266566 0.011 0.008 0.000 0.106
H -2.131245 5.581387 -1.155576 0.009 0.007 -0.001 0.115
H -2.372233 4.327058 -2.880042 0.016 -0.024 0.008 0.126
H -4.508814 2.190808 -2.509489 0.001 -0.022 0.019 0.065
H -4.347114 3.320313 -3.852983 0.002 -0.015 -0.014 0.081
H -4.763122 3.920436 -2.242839 -0.005 0.016 -0.004 0.085
H -2.276083 1.302718 -3.070549 -0.027 -0.017 0.016 0.047
H -0.823801 2.310204 -2.991554 0.118 0.011 0.056 0.042
H -1.961621 2.495570 -4.320566 -0.006 0.025 -0.008 0.090
H -4.422870 -1.652257 -1.021774 -0.008 0.014 -0.025 0.122
H -4.831708 0.945582 -0.391939 -0.002 -0.003 0.001 0.128
H -1.205170 -5.446652 -0.115398 0.021 -0.005 0.001 0.110
H -0.632934 -5.873671 -2.463945 -0.007 -0.011 -0.003 0.109
H -0.880092 -4.092193 -4.141083 -0.009 -0.007 -0.011 0.115
H -2.051798 -0.646874 -3.315882 0.030 0.008 0.017 0.090
H -2.947292 -2.927278 -5.118674 0.007 -0.009 -0.005 0.082
H -3.322188 -1.215799 -5.350374 -0.008 0.013 -0.009 0.081
H -3.954914 -2.080312 -3.942950 -0.014 0.005 0.010 0.079
H -0.474795 -2.246377 -5.380756 0.004 -0.014 0.003 0.078
H 0.268990 -1.183659 -4.193952 0.048 0.028 0.034 0.056
H -0.837960 -0.525139 -5.405382 -0.007 0.006 -0.011 0.081
H -2.082999 -2.086046 1.211146 0.037 -0.003 0.028 0.118
H -1.262193 -4.942218 1.952982 -0.017 -0.008 0.022 0.073
H -1.415075 -3.569943 3.036037 0.005 0.023 0.000 0.082
H -0.122305 -3.612115 1.828287 0.070 0.071 -0.023 0.071
H -3.614914 -4.722529 1.124296 0.015 -0.013 -0.014 0.086
H -4.248713 -3.166233 0.588542 0.008 -0.018 0.045 0.061
H -3.855454 -3.418820 2.292114 -0.001 0.001 0.014 0.082
```
Positions in Å, forces in eV/Å.

Properties
E_LUMO: -0.34 eV
HOMO energy: -6.2909 eV
DFT total energy: -71576.7148 eV
Orbital gap: 0.219 hartree